a:
Density functional theory data (ωB97M-V with the def2-TZVPD basis set) for a cluster of 2 separate species, C5H12N2O in total.

Summary:
Frontier orbital gap (alpha / beta), eV: 5.0 / 4.6
E_LUMO (alpha / beta), eV: -8.327 / -8.462

Geometry as ORCA input:
```
! wB97M-V def2-TZVPD RIJCOSX def2/J DEFGRID3
* xyz 1 2
O 0.13 0.57 2.45
C 1.30 0.77 2.15
C 1.88 0.32 0.93
C 1.24 -0.60 -0.02
C -0.29 -0.55 -0.21
C -0.95 0.87 -0.25
N -2.12 0.98 0.69
N -0.79 -1.54 -2.72
H 1.93 1.52 2.66
H 2.85 0.72 0.66
H 1.74 -0.30 -0.95
H 1.46 -1.63 0.25
H -0.51 -0.96 -1.28
H -0.75 -1.25 0.48
H -0.24 1.65 0.03
H -1.37 1.05 -1.26
H -1.86 0.39 1.48
H -2.02 1.91 1.10
H -1.60 -1.74 -3.30
H -0.02 -2.20 -2.89
*
```

b:
Density functional theory data (ωB97M-V with the def2-TZVPD basis set) for the ion C5H12N2O with charge +1.

Summary:
Frontier orbital gap (alpha / beta), eV: 9.9 / 5.5
E_LUMO (alpha / beta), eV: -4.114 / -8.349

Geometry as ORCA input:
```
! wB97M-V def2-TZVPD RIJCOSX def2/J DEFGRID3
* xyz 1 2
N 1.57 -2.32 0.95
C 1.75 -0.81 1.13
C 1.17 -0.29 -0.19
N 0.28 0.87 -0.08
C -1.64 2.13 -0.75
C -1.00 0.79 -0.88
C -1.90 -0.29 -0.43
O -3.04 -0.35 -0.80
H 1.70 -2.92 1.71
H 2.24 -2.79 0.35
H 1.11 -0.33 1.91
H 2.78 -0.60 1.36
H 1.98 0.06 -0.88
H 0.58 -1.10 -0.61
H 0.02 1.06 0.83
H -1.29 2.96 -1.47
H -2.73 1.93 -0.51
H -1.58 2.61 0.31
H -0.59 0.63 -1.98
H -1.44 -1.25 0.04
*
```

Stability summary: most stable b, least stable a.

a:
Density functional theory data (ωB97M-V with the def2-TZVPD basis set) for a cluster of 9 separate species, C7H33NO8 in total.

Summary:
Frontier orbital gap, eV: 9.0
E_LUMO, eV: 0.236
SMILES: CCCN(CC)CC.O.O.O.O.O.O.O.O

Geometry as ORCA input:
```
! wB97M-V def2-TZVPD RIJCOSX def2/J DEFGRID3
* xyz 0 1
C 0.44 -1.52 -0.38
C 0.94 -2.67 0.68
C 1.40 -0.29 -0.19
N 0.92 1.08 -0.03
C 0.17 1.51 -1.20
C -1.26 1.02 -1.32
C 0.52 1.49 1.34
C -0.74 0.89 2.03
H 0.72 -2.00 -1.34
H -0.62 -1.47 -0.31
H 0.53 -2.55 1.61
H 0.90 -3.70 0.34
H 2.03 -2.53 0.70
H 2.04 -0.57 0.67
H 1.77 -0.41 -1.28
H 0.66 1.19 -2.02
H 0.28 2.60 -1.25
H -1.47 0.38 -2.23
H -1.59 0.38 -0.54
H -2.01 1.87 -1.45
H 1.39 1.44 1.98
H 0.28 2.58 1.21
H -1.65 1.17 1.50
H -0.92 1.13 3.01
H -0.60 -0.17 2.02
H -3.15 -1.42 -1.48
H -2.55 -1.46 -0.14
O -3.37 -1.40 -0.57
H -0.90 -1.57 -3.86
H -1.02 -2.62 -2.95
O -1.38 -1.76 -3.13
H -3.08 3.02 0.49
H -1.77 2.92 1.10
O -2.40 3.63 0.72
H -3.29 -1.59 2.86
H -3.04 -1.96 1.47
O -2.61 -1.83 2.25
H 3.48 1.50 2.28
H 3.38 1.07 0.83
O 3.55 0.66 1.67
H 0.17 -1.90 3.67
H -0.60 -0.73 3.97
O 0.15 -1.25 4.39
H 0.41 0.03 -4.48
H 1.73 0.23 -3.66
O 1.07 -0.39 -3.94
H 2.53 1.42 -1.60
H 3.86 0.72 -1.70
O 3.35 1.45 -2.03
*
```

b:
Density functional theory data (ωB97M-V with the def2-TZVPD basis set) for a cluster of 9 separate species, C7H33NO8 in total.

Summary:
Frontier orbital gap, eV: 9.5
E_LUMO, eV: 0.186

Geometry as ORCA input:
```
! wB97M-V def2-TZVPD RIJCOSX def2/J DEFGRID3
* xyz 0 1
N 40.91 36.67 -31.90
H 40.36 37.54 -31.87
H 40.40 36.01 -32.51
H 40.91 36.24 -30.97
H 41.89 36.77 -32.22
O 43.35 36.67 -32.87
H 44.29 36.50 -32.93
C 39.16 40.40 -31.28
O 39.28 38.99 -31.50
H 38.23 40.77 -31.71
H 39.22 40.61 -30.21
H 40.01 40.88 -31.76
H 38.51 38.57 -31.10
C 43.67 33.26 -33.19
O 42.82 33.99 -32.32
H 44.71 33.60 -33.13
H 43.63 32.21 -32.87
H 43.35 33.33 -34.23
H 43.02 34.94 -32.46
C 40.57 34.65 -29.17
O 39.64 35.71 -29.44
H 40.10 33.90 -28.53
H 40.93 34.19 -30.09
H 41.44 35.04 -28.62
H 39.61 36.27 -28.66
C 44.52 35.43 -29.76
O 43.71 36.53 -30.09
H 45.22 35.71 -28.97
H 43.94 34.58 -29.38
H 45.07 35.06 -30.62
H 43.69 36.65 -31.06
C 39.71 34.59 -35.03
O 39.35 35.20 -33.78
H 39.17 33.65 -35.18
H 39.57 35.30 -35.85
H 40.77 34.34 -34.97
H 38.44 34.99 -33.55
C 43.90 37.09 -36.23
O 43.18 36.08 -35.57
H 44.17 36.72 -37.22
H 43.29 37.99 -36.36
H 44.82 37.37 -35.69
H 43.16 36.22 -34.60
C 42.24 39.89 -33.81
O 42.51 39.32 -32.54
H 42.23 40.97 -33.68
H 43.04 39.68 -34.53
H 41.28 39.56 -34.24
H 42.84 38.41 -32.69
*
```

Stability summary: most stable b, least stable a.

a:
Density functional theory data (ωB97M-V with the def2-TZVPD basis set) for the molecule C5H6Br2S.

Summary:
Frontier orbital gap, eV: 8.4
E_LUMO, eV: 0.215

Geometry as ORCA input:
```
! wB97M-V def2-TZVPD RIJCOSX def2/J DEFGRID3
* xyz 0 1
C -1.23 -0.07 1.41
C -1.36 -0.91 0.12
C -0.90 -0.59 -1.04
C -0.04 1.08 1.53
C 1.72 0.55 -1.21
S 0.07 1.00 -0.68
Br -0.70 -1.46 -2.67
Br 1.54 0.22 2.25
H -1.15 -0.61 2.41
H -2.00 0.64 1.60
H -2.05 -1.71 0.24
H 2.23 0.08 -0.35
H 2.14 1.55 -1.34
H 1.73 0.22 -2.25
*
```

b:
Density functional theory data (ωB97M-V with the def2-TZVPD basis set) for a structure of composition C5H6Br2S.

Summary:
Frontier orbital gap, eV: 9.1
E_LUMO, eV: 0.571

Geometry as ORCA input:
```
! wB97M-V def2-TZVPD RIJCOSX def2/J DEFGRID3
* xyz 0 1
C -0.76 -1.30 2.89
C -0.41 -1.06 1.64
C 0.71 1.60 -1.61
C 0.76 0.49 -0.60
C -0.05 0.35 -1.89
S -0.23 0.62 0.98
Br -1.94 0.43 -1.65
Br 0.48 -0.75 -3.40
H -0.84 -2.37 3.21
H -0.98 -0.65 3.70
H -0.32 -1.91 0.90
H 0.19 2.55 -1.40
H 1.55 1.88 -2.28
H 1.83 0.10 -0.49
*
```

Stability summary: most stable b, least stable a.

a:
Density functional theory data (ωB97M-V with the def2-TZVPD basis set) for a cluster of 2 separate species, CH5NO in total.

Summary:
Frontier orbital gap, eV: 11.4
E_LUMO, eV: 1.145
SMILES: C=N.O

Geometry as ORCA input:
```
! wB97M-V def2-TZVPD RIJCOSX def2/J DEFGRID3
* xyz 0 1
C -2.04 -1.69 0.33
N -1.72 -0.60 -0.25
H -1.33 -2.16 1.01
H -2.92 -2.24 0.03
H -2.54 -0.28 -0.76
H 3.70 3.02 0.22
H 3.57 1.53 -0.19
O 3.27 2.42 -0.39
*
```

b:
Density functional theory data (ωB97M-V with the def2-TZVPD basis set) for the molecule CH5NO.

Summary:
Frontier orbital gap, eV: 10.7
E_LUMO, eV: 1.070
SMILES: NCO

Geometry as ORCA input:
```
! wB97M-V def2-TZVPD RIJCOSX def2/J DEFGRID3
* xyz 0 1
N -0.48 0.64 0.87
C -0.31 -0.43 -0.05
O 0.84 -0.26 -0.89
H 0.01 0.57 1.73
H -1.35 1.09 1.00
H -0.14 -1.33 0.55
H -1.18 -0.63 -0.67
H 1.03 0.67 -0.74
*
```

Stability summary: most stable b, least stable a.